[1]
61
Properties=species:S:1:pos:R:3 method="wB97M-V/def2-TZVPD" e_tot_ev=-110688.709 relative_energy_kcal_mol=0.00 charge=+1
N -0.529 2.112 0.323
C -4.431 2.268 -1.753
H -1.137 1.778 2.929
C -3.667 -0.384 -1.519
H -2.746 -2.270 1.061
C -1.219 -2.700 2.598
C 4.480 0.923 2.353
H 0.200 2.398 3.943
H -3.377 -1.427 -1.456
C 1.511 -1.968 -5.368
C 3.492 0.614 4.537
C -4.915 0.016 -1.066
C 0.228 -2.210 -4.902
H 1.380 0.842 4.658
C 0.471 -2.003 1.333
S -1.386 3.820 -1.467
C -1.732 -2.296 1.417
C 0.762 -1.147 -2.775
C -2.800 0.541 -2.083
H -1.461 2.398 -3.414
H -0.335 3.267 2.497
Cl 1.949 -2.442 -6.968
C 4.611 0.671 3.701
C 2.246 0.855 4.009
C 3.213 1.109 1.796
H 1.889 -3.459 3.223
H 1.562 -1.873 3.946
Pt 1.689 0.372 -0.472
C 2.081 1.103 2.636
H -0.494 -2.717 -5.528
C -3.177 1.870 -2.210
H -2.728 3.628 -3.380
H 5.597 0.509 4.116
H 0.580 -3.288 4.407
H 3.464 -1.212 -4.887
H -6.271 1.665 -0.841
C -0.169 2.283 2.931
N -0.672 -1.879 0.645
H 5.340 0.961 1.699
O 3.133 1.327 0.481
C 1.109 -2.799 3.594
C -0.298 2.578 -0.848
C 0.807 1.518 2.088
H 3.608 0.407 5.591
H -0.682 -1.565 -0.327
C -0.128 -1.817 -3.627
C 2.450 -1.372 -4.548
C -5.295 1.348 -1.184
Cl 3.266 -0.327 -2.192
S 2.082 -1.619 0.853
N 0.530 1.354 0.827
C 2.052 -0.996 -3.280
N 0.151 -2.513 2.533
H -4.731 3.305 -1.844
Cl -1.694 -2.237 -3.023
S 1.091 2.178 -1.816
O 0.388 -0.779 -1.553
H -1.826 0.228 -2.438
H -5.597 -0.706 -0.636
C -2.219 2.867 -2.788
H -1.693 -3.111 3.470

***

[2]
64
Properties=species:S:1:pos:R:3 method="wB97M-V/def2-TZVPD" e_tot_ev=-323232.328 relative_energy_kcal_mol=2.59 charge=-2
H -1.506 -0.151 -2.879
H -3.331 2.414 2.966
O -4.795 -0.166 1.697
C -0.631 0.461 2.075
N -3.152 -2.509 -1.429
C -0.885 -3.328 -2.418
H -4.749 3.585 -2.471
O -0.256 -2.346 0.335
C -1.555 -3.451 3.350
S -3.456 2.749 0.223
C -1.773 1.283 1.982
H -0.500 0.451 5.501
H -4.204 -0.905 -5.242
H 0.656 -0.442 3.545
C -2.249 0.633 -2.816
C -2.330 -3.017 4.413
H -3.917 -1.736 5.108
N -1.908 0.800 -0.385
C -2.506 1.192 -1.572
C -1.026 0.469 -5.491
C -4.067 2.748 -2.553
H -0.530 -0.149 -4.741
C -2.300 1.518 0.625
C -3.795 2.183 -3.784
C -3.406 2.247 -1.440
O -1.219 -4.419 5.869
H -1.058 -3.869 -3.348
C -3.318 -2.064 4.275
H -4.277 2.607 -4.653
Se 1.361 -0.096 -1.868
C -2.726 -1.915 1.923
Se 1.340 2.269 -1.626
H -0.401 -3.967 -1.680
C -3.115 -0.913 -5.340
O -5.235 -0.246 3.800
C -0.813 -3.296 0.970
C -0.861 0.697 4.507
C -3.505 -1.552 3.008
Se -0.673 4.157 -4.306
C -1.738 -2.877 2.102
H -2.854 -1.396 -6.287
C -3.140 1.323 -6.453
N -4.591 -0.573 2.818
Se 1.392 3.231 -3.772
H -2.856 0.858 -7.401
H -4.233 1.356 -6.415
C -2.439 1.807 3.091
C -0.210 0.196 3.384
C -1.983 1.508 4.364
H -2.906 -1.470 0.952
O -0.647 -4.499 0.785
H -0.808 -4.218 3.487
H -0.795 0.053 -6.477
Mg -0.186 -0.388 0.112
H -0.609 1.476 -5.421
H -0.248 -2.461 -2.605
N -2.103 -3.594 5.746
C -2.882 1.129 -3.939
H -2.715 -1.514 -4.522
C -2.155 -2.871 -1.871
O -2.815 -3.219 6.660
H -2.503 1.890 5.234
H -2.748 2.342 -6.438
C -2.549 0.514 -5.299

***

[3]
59
Properties=species:S:1:pos:R:3 method="wB97M-V/def2-TZVPD" e_tot_ev=-58394.886 relative_energy_kcal_mol=12.27 charge=-1
C 2.696 2.024 -1.005
C 5.257 1.316 -0.757
C 5.815 -4.319 -1.841
H -3.313 -1.757 2.950
H 6.832 -4.680 -1.918
H 4.807 -1.818 -1.094
H 6.820 -0.270 -0.731
C 3.165 -3.389 -1.645
C 3.808 -3.968 -0.548
H 3.391 -2.837 -3.698
C -4.503 1.858 3.603
O -0.382 -0.455 -2.407
O 7.283 2.462 -0.466
N 4.782 -0.812 -0.986
H -5.169 1.139 5.506
O 2.872 3.241 -0.836
O 5.433 3.693 -0.493
C -3.868 1.542 2.392
H -4.411 2.843 0.744
C -1.052 -0.374 -1.340
Pd 1.608 -0.610 -1.390
H -5.607 3.648 3.092
H 4.432 3.568 -0.614
C 3.872 1.111 -0.919
C -3.065 0.155 -2.700
C 5.117 -4.428 -0.646
C -4.711 0.320 -0.494
N 3.610 -0.177 -1.056
H -1.869 -0.459 0.977
O -0.511 -0.560 -0.222
C -3.349 0.038 -0.305
H -3.302 3.558 1.913
H -4.108 3.955 3.952
C -3.562 2.632 1.399
C -4.236 -0.418 4.360
C 5.795 0.049 -0.808
O 1.602 1.444 -1.258
C 5.188 -3.745 -2.943
C -3.644 -0.747 3.155
C -3.475 0.216 2.161
H -2.392 0.078 -3.544
H -5.359 0.364 0.372
H -4.365 -1.174 5.125
H -6.280 0.746 -1.871
C -4.684 0.877 4.572
C 3.879 -3.289 -2.844
N -2.852 -0.193 0.961
C -4.956 3.269 3.882
H 5.716 -3.659 -3.885
H -5.500 3.316 4.825
H -2.724 2.357 0.761
C -4.404 0.452 -2.880
H 5.595 -4.871 0.220
H 3.269 -4.038 0.388
C -5.224 0.527 -1.759
C -2.517 -0.058 -1.438
C 6.080 2.545 -0.561
H -4.805 0.615 -3.872
S 1.476 -2.852 -1.537

***

[4]
64
Properties=species:S:1:pos:R:3 method="wB97M-V/def2-TZVPD" e_tot_ev=-99066.128 relative_energy_kcal_mol=106.19 charge=-2 s2=3.758 multiplicity=4
H 4.062 0.721 3.793
H -0.474 -1.880 -4.988
H -3.529 4.928 -1.397
C -4.934 1.035 1.136
C -2.930 4.072 -1.690
C -3.633 -0.477 2.476
N -0.753 3.084 -0.857
C -6.099 0.406 1.539
H -2.934 -2.558 -0.357
C 2.220 1.514 3.019
C 0.944 -3.429 -4.494
H -6.949 -1.173 2.726
O -1.569 -1.024 -0.346
S -2.180 1.537 1.115
C -6.041 -0.670 2.413
N 1.459 0.594 0.961
C 2.514 -0.238 0.953
N 1.645 -1.099 -1.076
C 1.494 -1.911 -2.211
C -0.953 -3.392 -0.298
H -4.733 -1.959 3.531
H -0.902 -3.403 0.793
H 2.046 2.204 3.833
O -1.893 2.407 2.273
H -1.287 -4.376 -0.637
C -0.888 0.444 -3.655
H -3.698 4.158 -3.609
O -2.048 -0.613 4.528
H -7.053 0.755 1.159
C 0.262 -2.234 -4.283
H -1.904 4.238 0.179
C -3.691 0.608 1.600
H 0.424 2.070 1.964
C -3.017 3.632 -2.945
C -1.938 -2.336 -0.759
H 4.309 -0.894 1.865
C -2.043 3.497 -0.614
O -2.377 -2.617 3.168
C 0.519 -1.462 -3.151
S -2.137 -1.183 3.201
O 3.616 -1.997 -0.200
H 0.725 -4.019 -5.377
H -1.351 -1.077 0.616
C 1.307 1.443 1.979
O -2.966 2.426 0.021
C -1.371 1.741 -2.994
H -2.674 2.130 -4.500
C 3.329 0.683 2.995
H 2.430 -4.789 -3.749
C 2.643 -1.225 -0.204
H 0.039 -3.205 -0.707
O -1.257 0.184 -4.806
C 1.897 -3.859 -3.586
C -2.336 2.491 -3.537
N -0.106 -0.255 -2.822
C -4.812 -1.106 2.870
C 2.176 -3.102 -2.452
O -0.727 1.938 -1.830
H 2.918 -3.426 -1.739
O -1.054 -0.767 2.299
C 3.480 -0.205 1.943
V 0.234 0.408 -0.849
H -4.975 1.864 0.446
H -2.009 -2.304 -1.848